16
Properties=species:S:1:pos:R:3 method="wB97M-V/def2-TZVPD" lumo_ev=1.033 homo_lumo_gap_ev=10.38 smiles="CC(=O)[C@@H]1CN1C" e_homo_ev=-9.35
C -1.453 1.248 1.387
C -1.403 -0.107 0.737
O -2.083 -1.034 1.130
C -0.378 -0.453 -0.296
C 0.861 -0.776 0.462
N 0.860 0.253 -0.555
C 1.528 -0.066 -1.814
H -1.670 1.114 2.450
H -0.541 1.831 1.238
H -2.293 1.786 0.934
H -0.701 -1.196 -1.025
H 1.177 -1.802 0.320
H 0.953 -0.387 1.475
H 2.565 0.283 -1.764
H 1.034 0.452 -2.640
H 1.544 -1.146 -2.039


16
Properties=species:S:1:pos:R:3 method="wB97M-V/def2-TZVPD" lumo_ev=1.072 homo_lumo_gap_ev=9.00 e_homo_ev=-7.93
C 2.122 -0.164 1.408
C 0.812 0.221 -1.112
C -0.607 0.301 -1.633
N -1.046 0.501 -0.222
C -2.181 -0.227 0.310
C 0.295 0.284 0.129
O 0.755 0.229 1.382
H 2.220 -1.187 1.028
H 2.461 -0.106 2.443
H 2.726 0.504 0.782
H 1.792 0.351 -1.547
H -0.876 1.132 -2.292
H -0.984 -0.646 -2.040
H -2.221 -0.097 1.396
H -3.092 0.211 -0.113
H -2.177 -1.306 0.082


16
Properties=species:S:1:pos:R:3 method="wB97M-V/def2-TZVPD" lumo_ev=1.065 homo_lumo_gap_ev=10.71 smiles="C[C@H]1N[C@H]1CC=O" e_homo_ev=-9.65
C 1.390 -1.245 -0.954
C -0.098 -1.029 -0.847
N -0.722 -1.468 0.397
C -0.769 -0.050 0.049
C -0.061 0.910 0.976
C -0.501 2.343 0.801
O -1.381 2.708 0.057
H 1.913 -0.946 -0.040
H 1.591 -2.311 -1.111
H 1.806 -0.692 -1.801
H -0.637 -1.236 -1.774
H -1.617 -1.917 0.226
H -1.716 0.344 -0.318
H 1.033 0.874 0.883
H -0.268 0.636 2.021
H 0.036 3.079 1.437